(1)
Molecular formula: C4H9N2O2
Method: DFT, ωB97M-V/def2-TZVPD

Properties
**SMILES**: CC[C@@H](C)N=[N+]([O-])[O-]
**Kohn-Sham gap**: 8.10 eV
**Net charge**: -1
**Maximum force**: 4.738 eV Å⁻¹
**Energy relative to the best compared isomer or geometry (same formula, charge and spin)**: 4.883 eV
**Lowest unoccupied orbital energy**: 4.00 eV

Cartesian coordinates (Å):
C  -1.42  1.76  0.32
C  -1.22  0.49  -0.43
C  0.13  -0.28  0.12
C  0.07  -1.84  -0.02
N  1.24  0.32  -0.60
N  2.37  -0.01  -0.10
O  2.49  -0.83  0.89
O  3.42  0.54  -0.50
H  -1.70  1.47  1.35
H  -2.28  2.39  -0.23
H  -0.46  2.31  0.44
H  -2.09  -0.21  -0.60
H  -0.91  0.74  -1.59
H  0.10  -0.16  1.22
H  -0.41  -2.42  0.84
H  -0.49  -2.03  -0.93
H  1.17  -2.22  -0.19

=====

(2)
Molecular formula: C4H9N2O2
Method: DFT, ωB97M-V/def2-TZVPD

Properties
**Kohn-Sham gap**: 8.35 eV
**Net charge**: -1
**Maximum force**: 3.603 eV Å⁻¹
**Energy relative to the best compared isomer or geometry (same formula, charge and spin)**: 0.944 eV
**Lowest unoccupied orbital energy**: 4.18 eV

Cartesian coordinates (Å):
C  -0.29  1.80  -1.06
N  -1.62  1.31  -0.62
C  -1.72  0.41  0.50
N  -2.63  -0.53  0.45
H  -0.40  2.79  -1.57
H  0.33  1.95  -0.19
H  0.24  1.06  -1.67
H  -2.23  1.05  -1.36
H  -1.04  0.62  1.31
H  -2.64  -0.91  1.40
O  0.71  -0.59  1.30
C  1.48  -0.67  0.29
O  2.15  0.34  -0.20
C  1.72  -2.01  -0.38
H  2.57  -1.97  -1.06
H  1.94  -2.77  0.40
H  0.92  -2.38  -1.01

=====

(3)
Molecular formula: C4H9N2O2
Method: DFT, ωB97M-V/def2-TZVPD

Properties
**Kohn-Sham gap**: 6.98 eV
**Net charge**: -1
**Maximum force**: 5.771 eV Å⁻¹
**Energy relative to the best compared isomer or geometry (same formula, charge and spin)**: 7.460 eV
**Lowest unoccupied orbital energy**: 3.81 eV

Cartesian coordinates (Å):
O  -0.44  -0.51  -1.84
C  -0.38  -0.72  -0.53
N  0.61  -1.04  0.56
C  2.13  -0.96  0.07
O  3.03  -1.55  0.86
C  -1.68  -0.44  0.28
N  -1.29  0.93  0.83
C  -0.58  1.89  -0.06
H  0.14  -1.75  -0.23
H  1.97  -1.48  -0.82
H  2.31  0.14  -0.28
H  -2.64  -0.38  -0.38
H  -1.84  -1.21  1.03
H  -0.29  0.58  1.24
H  0.24  1.47  -0.36
H  -1.02  2.23  -0.92
H  -0.28  2.79  0.55

=====

(4)
Molecular formula: C4H9N2O2
Method: DFT, ωB97M-V/def2-TZVPD

Properties
**Kohn-Sham gap**: 9.14 eV
**Net charge**: +1
**Maximum force**: 3.674 eV Å⁻¹
**Energy relative to the best compared isomer or geometry (same formula, charge and spin)**: 4.245 eV
**Lowest unoccupied orbital energy**: -3.64 eV

Cartesian coordinates (Å):
C  -2.14  0.18  -0.36
C  1.27  -0.28  -1.05
C  1.27  0.53  0.24
C  0.19  -0.50  0.01
N  -2.10  1.31  0.25
N  0.26  -1.78  0.72
O  -2.73  -0.63  -0.98
O  0.76  1.82  0.41
H  1.01  0.16  -2.06
H  2.11  -1.00  -1.35
H  2.13  0.41  0.90
H  -1.26  1.65  0.59
H  -2.77  1.98  0.01
H  -0.08  -2.54  0.05
H  -0.35  -1.67  1.65
H  1.21  -2.11  1.10
H  1.23  2.46  -0.11

=====

(5)
Molecular formula: C4H9N2OP
Method: DFT, ωB97M-V/def2-TZVPD

Properties
**Kohn-Sham gap (spin up / spin down)**: 7.52 / 7.52 eV
**Net charge**: 0
**Maximum force**: 5.229 eV Å⁻¹
**Energy relative to the best compared isomer or geometry (same formula, charge and spin)**: 3.991 eV
**Lowest unoccupied orbital energy (spin up / spin down)**: -1.04 / -1.04 eV

Cartesian coordinates (Å):
C  -1.49  1.76  1.14
C  0.57  0.16  -2.11
C  -0.32  -1.51  0.35
C  0.91  -0.74  0.63
N  0.85  0.60  0.20
N  0.33  0.93  -1.05
O  1.30  -0.82  -2.23
P  -1.95  1.70  -0.45
H  -2.25  1.89  1.96
H  -0.41  1.63  1.35
H  -0.23  0.48  -2.88
H  -0.23  -2.60  0.59
H  -1.13  -0.99  0.70
H  -0.33  -1.60  -0.84
H  0.93  -0.74  1.80
H  1.82  -1.39  0.34
H  1.62  1.25  0.50

=====

(6)
Molecular formula: C4H9N2OS
Method: DFT, ωB97M-V/def2-TZVPD

Properties
**Kohn-Sham gap**: 3.60 eV
**Net charge**: -1
**Maximum force**: 2.955 eV Å⁻¹
**Energy relative to the best compared isomer or geometry (same formula, charge and spin)**: 7.131 eV
**Lowest unoccupied orbital energy**: -0.24 eV

Cartesian coordinates (Å):
C  0.33  -0.37  0.48
C  -0.29  0.97  0.89
C  -0.81  -0.34  1.56
S  0.05  -2.66  3.60
N  -1.10  1.54  -0.16
C  -0.39  1.88  -1.23
N  -1.25  2.42  -2.22
O  0.81  1.64  -1.50
H  0.09  -0.67  -0.54
H  2.84  -5.09  -1.73
H  1.24  -0.79  0.89
H  -0.12  1.82  1.66
H  -0.40  -0.65  2.55
H  -1.83  -0.72  1.36
H  3.26  -4.69  -1.24
H  -0.54  2.83  -2.72
H  -1.88  2.88  -1.64

=====

(7)
Molecular formula: C4H9N2OS
Method: DFT, ωB97M-V/def2-TZVPD

Properties
**SMILES**: NCC(=O)NCC[S-]
**Kohn-Sham gap**: 6.15 eV
**Net charge**: -1
**Maximum force**: 0.804 eV Å⁻¹
**Energy relative to the best compared isomer or geometry (same formula, charge and spin)**: 0.460 eV
**Lowest unoccupied orbital energy**: 3.51 eV

Cartesian coordinates (Å):
N  0.71  -2.63  -1.08
C  0.54  -1.22  -0.79
C  -0.87  -0.88  -0.29
O  -1.73  -1.76  -0.28
N  -1.14  0.39  0.04
C  -0.16  1.48  0.03
C  0.35  1.85  1.43
S  1.65  3.09  1.40
H  -0.07  -2.97  -1.63
H  0.71  -3.18  -0.24
H  1.29  -0.94  -0.05
H  0.73  -0.71  -1.74
H  -2.08  0.60  0.32
H  0.62  1.31  -0.68
H  -0.64  2.38  -0.35
H  0.62  0.93  1.96
H  -0.52  2.26  1.95

=====

(8)
Molecular formula: C4H9N2OS
Method: DFT, ωB97M-V/def2-TZVPD

Properties
**SMILES**: C[C@H](C[S-])NC(N)=O
**Kohn-Sham gap**: 6.67 eV
**Net charge**: -1
**Maximum force**: 6.164 eV Å⁻¹
**Energy relative to the best compared isomer or geometry (same formula, charge and spin)**: 1.984 eV
**Lowest unoccupied orbital energy**: 3.97 eV

Cartesian coordinates (Å):
C  0.77  1.22  1.09
C  1.03  0.09  0.18
C  0.85  0.65  -1.29
S  -0.60  0.09  -2.25
N  0.13  -1.07  0.33
C  -1.19  -0.92  0.64
N  -2.15  -1.52  -0.23
O  -1.41  -0.35  1.70
H  0.91  2.28  0.89
H  -0.32  1.14  1.65
H  1.55  1.16  1.92
H  2.14  -0.17  0.37
H  1.79  0.25  -1.93
H  1.01  1.74  -1.40
H  0.30  -1.82  -0.36
H  -3.12  -1.19  -0.06
H  -1.70  -1.58  -1.23

=====

(9)
Molecular formula: C4H9N2OS
Method: DFT, ωB97M-V/def2-TZVPD

Properties
**SMILES**: [NH3+][C@@]1(CO)N=CCS1
**Kohn-Sham gap**: 10.50 eV
**Net charge**: +1
**Maximum force**: 5.443 eV Å⁻¹
**Energy relative to the best compared isomer or geometry (same formula, charge and spin)**: 2.566 eV
**Lowest unoccupied orbital energy**: -3.24 eV

Cartesian coordinates (Å):
N  0.98  -0.85  -1.05
C  0.27  -0.26  0.14
C  1.35  0.09  1.07
O  2.37  0.83  0.35
N  -0.50  0.94  -0.57
C  -1.74  0.83  -0.55
C  -2.43  -0.37  0.03
S  -1.09  -1.40  0.82
H  0.70  -0.65  -2.04
H  1.31  -1.78  -1.05
H  1.88  -0.27  -0.98
H  1.80  -0.81  1.50
H  0.90  0.73  1.76
H  2.60  1.76  0.69
H  -2.30  1.68  -1.05
H  -3.30  0.01  0.54
H  -2.87  -0.82  -0.92

=====

(10)
Molecular formula: C4H9N3
Method: DFT, ωB97M-V/def2-TZVPD

Properties
**SMILES**: [H]/N=C\C/C=N/NC
**Kohn-Sham gap**: 9.60 eV
**Net charge**: 0
**Maximum force**: 4.318 eV Å⁻¹
**Energy relative to the best compared isomer or geometry (same formula, charge and spin)**: 4.444 eV
**Lowest unoccupied orbital energy**: 0.98 eV

Cartesian coordinates (Å):
H  0.70  1.08  0.57
N  1.55  1.49  0.23
C  2.18  0.46  -0.24
C  1.85  -1.01  -0.18
C  0.45  -1.07  0.27
N  -0.35  -0.24  -0.26
N  -1.63  -0.25  0.21
C  -2.57  0.77  -0.19
H  3.25  0.58  -0.55
H  2.15  -1.11  -1.33
H  2.62  -1.91  -0.02
H  0.21  -1.34  1.31
H  -1.68  -0.46  1.26
H  -2.43  1.06  -1.24
H  -3.54  0.36  -0.34
H  -2.75  1.60  0.49

=====

(11)
Molecular formula: C4H9N3
Method: DFT, ωB97M-V/def2-TZVPD

Properties
**SMILES**: [H]/N=N/[C@@]1(N)C[C@H]1C
**Kohn-Sham gap**: 9.48 eV
**Net charge**: 0
**Maximum force**: 3.025 eV Å⁻¹
**Energy relative to the best compared isomer or geometry (same formula, charge and spin)**: 3.411 eV
**Lowest unoccupied orbital energy**: 1.00 eV

Cartesian coordinates (Å):
H  -2.84  0.81  1.16
N  -1.89  0.76  0.77
N  -1.44  -0.40  0.78
C  -0.15  -0.76  0.19
N  0.20  -2.14  0.47
C  -0.21  -0.29  -1.23
C  0.96  0.19  -0.06
C  0.96  1.63  0.29
H  -0.61  -2.72  0.27
H  0.94  -2.46  -0.15
H  0.01  -1.01  -2.01
H  -0.75  0.57  -1.59
H  1.96  -0.23  -0.04
H  0.01  1.95  0.74
H  1.12  2.25  -0.59
H  1.75  1.85  1.02

=====

(12)
Molecular formula: C4H9N3
Method: DFT, ωB97M-V/def2-TZVPD

Properties
**SMILES**: [H]/N=N/C=C(\C)NC
**Kohn-Sham gap**: 9.31 eV
**Net charge**: 0
**Maximum force**: 6.998 eV Å⁻¹
**Energy relative to the best compared isomer or geometry (same formula, charge and spin)**: 4.336 eV
**Lowest unoccupied orbital energy**: 1.08 eV

Cartesian coordinates (Å):
H  -2.41  3.00  -2.14
N  -1.56  2.39  -2.18
N  -1.29  1.94  -1.07
C  -0.15  0.66  -1.09
C  0.08  0.35  0.14
C  -0.64  0.47  1.41
N  1.38  -0.71  0.11
C  1.23  -2.08  0.51
H  0.24  0.44  -2.08
H  -1.37  1.27  1.31
H  0.06  0.70  2.22
H  -1.14  -0.47  1.67
H  1.98  -0.59  -0.70
H  2.21  -2.57  0.54
H  0.60  -2.68  -0.15
H  0.80  -2.12  1.52